Record 1
7
Properties=species:S:1:pos:R:3:forces:R:3:nbo_charge:R:1 method="wB97M-V/def2-TZVPD" lumo_ha="-0.046 / -0.046" de_lowest_kj_mol=649.9 e_tot_ev=-7127.1074 orbital_gap_ha="0.3454 / 0.3455" homo_energy_ev="-10.647 / -10.648"
O 0.88140 -1.43602 0.31058 2.170 -4.227 -0.673 -0.3452
N 2.21462 1.97671 0.35370 -0.438 -0.270 0.445 -0.1670
N -0.41978 -0.49989 0.58484 1.292 1.380 -0.527 -0.0872
C 0.81165 -0.20159 0.32755 -3.464 4.164 2.304 0.4430
C 1.55794 1.04065 0.49392 0.616 -1.061 -1.417 0.1749
H -2.08769 -0.56103 -0.79736 -4.027 1.104 -2.200 0.0015
H -2.95815 -0.31884 -1.27323 3.851 -1.090 2.068 -0.0199

Record 2
7
Properties=species:S:1:pos:R:3:forces:R:3:nbo_charge:R:1 method="wB97M-V/def2-TZVPD" lumo_ha=0.021 de_lowest_kj_mol=399.9 e_tot_ev=-7129.6994 orbital_gap_ha=0.4074 homo_energy_ev=-10.525
O -0.46223 1.43680 1.07910 -1.367 0.075 1.282 -0.4098
N -0.63858 -1.65335 -0.82387 0.115 -0.160 -0.481 -0.3279
N 0.25727 0.98959 0.25360 2.379 1.724 -1.352 0.1765
C 1.08435 0.81035 -0.53855 -0.585 -0.042 0.587 -0.0022
C -0.79368 -1.11439 0.17000 -0.977 -1.443 0.504 0.0592
H -1.04734 -0.75242 1.14219 0.076 0.190 -0.026 0.2495
H 1.60020 0.28343 -1.28247 0.359 -0.345 -0.513 0.2547

Record 3
7
Properties=species:S:1:pos:R:3:forces:R:3:nbo_charge:R:1 method="wB97M-V/def2-TZVPD" lumo_ha="-0.037 / -0.037" de_lowest_kj_mol=262.9 e_tot_ev=-7131.1185 orbital_gap_ha="0.3600 / 0.3600" homo_energy_ev="-10.793 / -10.793"
O 0.89555 1.12098 -0.10393 -1.797 -0.228 0.144 -0.4355
N 0.06554 -0.97889 0.09148 0.058 0.168 -0.034 -0.5650
N -1.04649 1.09521 -0.08959 3.435 0.149 -0.101 -0.0410
C 1.08645 -0.12851 0.02202 -0.601 -0.108 0.046 0.4465
C -1.01383 -0.16287 0.00838 -0.857 0.531 -0.121 0.1361
H -2.08717 -0.39301 -0.01876 0.092 -0.987 0.170 0.2574
H 2.09994 -0.55290 0.09039 -0.330 0.475 -0.104 0.2016

Record 4
7
Properties=species:S:1:pos:R:3:forces:R:3:nbo_charge:R:1 method="wB97M-V/def2-TZVPD" lumo_ha=0.018 de_lowest_kj_mol=99.2 e_tot_ev=-7132.8153 orbital_gap_ha=0.4401 homo_energy_ev=-11.494
O 0.10351 1.75239 -0.25795 -0.681 -1.136 -0.400 -0.5334
N 0.28299 0.15093 -2.00257 -0.660 -1.600 -0.023 -0.7777
N -0.18610 -1.77471 2.80522 -0.430 -0.247 0.357 -0.3014
C -0.58058 -0.82151 2.30877 0.991 0.633 -0.938 0.0572
C 0.07844 0.87866 -1.05345 1.368 -0.197 -1.184 0.8461
H -0.58472 0.06244 1.67517 -0.544 -0.309 0.574 0.2408
H 0.20507 -0.84610 -2.41300 -0.044 2.856 1.613 0.4684

Record 5
7
Properties=species:S:1:pos:R:3:forces:R:3:nbo_charge:R:1 method="wB97M-V/def2-TZVPD" lumo_ha="-0.059 / -0.059" de_lowest_kj_mol=279.9 e_tot_ev=-7130.9432 orbital_gap_ha="0.3341 / 0.3340" homo_energy_ev="-10.684 / -10.684"
O -0.68303 -0.75859 -1.16099 1.483 -0.242 2.067 -0.4177
N 0.46183 -1.44461 0.32519 -0.948 1.021 -1.109 -0.0396
N 0.06419 0.82391 0.28475 -0.011 0.617 0.136 -0.5721
C 0.63041 -0.28882 0.84141 -0.377 -0.115 -0.573 0.1181
C -0.61061 0.44821 -0.77567 0.309 0.215 0.494 0.4447
H -1.08959 1.30302 -1.26804 -0.206 -0.691 -0.455 0.2031
H 1.22680 -0.08312 1.75336 -0.251 -0.806 -0.560 0.2634

Record 6
7
Properties=species:S:1:pos:R:3:forces:R:3:nbo_charge:R:1 method="wB97M-V/def2-TZVPD" lumo_ha=-0.009 de_lowest_kj_mol=374.4 e_tot_ev=-7129.9636 orbital_gap_ha=0.3269 homo_energy_ev=-9.136
O -0.16534 2.17851 2.18988 -0.345 1.030 0.775 -0.4160
N 0.64544 -0.48318 -0.15964 0.929 -1.449 -1.097 -0.4300
N 0.02292 1.31263 1.38854 0.654 -1.641 -1.049 0.1946
C 0.24237 0.42999 0.66762 -1.155 2.142 1.518 0.3024
C -0.06066 -0.98585 -1.08327 -0.047 -0.089 -0.164 0.0053
H -1.08894 -0.70960 -1.30591 -0.074 0.125 0.136 0.1634
H 0.40421 -1.74250 -1.69722 0.036 -0.117 -0.119 0.1804

Record 7
7
Properties=species:S:1:pos:R:3:forces:R:3:nbo_charge:R:1 method="wB97M-V/def2-TZVPD" lumo_ha=0.033 de_lowest_kj_mol=337.4 e_tot_ev=-7130.3463 orbital_gap_ha=0.4311 homo_energy_ev=-10.843
O 0.45821 -1.03526 0.61058 2.814 -2.871 -2.070 -0.2833
N -1.19161 0.15135 0.66762 -1.143 -0.474 -1.186 -0.2236
N -0.73192 -0.96152 1.11086 -1.296 4.450 -0.119 0.1310
C -0.32038 0.69082 -0.41736 -5.117 2.436 2.316 -0.1895
C 0.63252 -0.15031 -0.44198 7.776 -3.320 1.123 0.0517
H 1.83054 -0.36292 -0.70941 -3.846 1.174 -0.114 0.2533
H -0.67736 1.66784 -0.82030 0.811 -1.394 0.050 0.2605

Record 8
7
Properties=species:S:1:pos:R:3:forces:R:3:lowdin_spin:R:1 method="wB97M-V/def2-TZVPD" lumo_ha="0.042 / -0.100" s2=2.005 spin_multiplicity=3 de_lowest_kj_mol=613.7 e_tot_ev=-7124.0131 orbital_gap_ha="0.2319 / 0.3079" homo_energy_ev="-5.159 / -11.090"
O 1.72758 2.51090 -2.17323 -0.144 3.944 -0.946 0.0363
N 1.72984 0.30107 -1.69174 0.191 0.579 -0.532 0.0336
N 1.69505 1.39516 -1.94864 0.349 -4.159 1.205 0.0308
C -0.01986 -0.65972 -0.13146 4.156 -11.066 -8.923 0.8476
C -0.37222 0.21978 0.58851 -4.537 9.324 8.860 0.9253
H 0.36016 -1.43149 -0.87737 -0.765 1.998 1.563 0.0277
H -0.43645 1.28704 0.93704 0.749 -0.619 -1.227 0.0987

Record 9
8
Properties=species:S:1:pos:R:3:forces:R:3:nbo_charge:R:1 method="wB97M-V/def2-TZVPD" lumo_ha=0.013 de_lowest_kj_mol=379.7 e_tot_ev=-9177.8511 orbital_gap_ha=0.3955 homo_energy_ev=-10.397
O -1.76561 -0.13108 -0.12893 -3.577 1.423 0.865 -0.1681
O 1.47062 0.79173 0.56519 -0.562 -3.077 -1.157 -0.6239
N -1.17502 -1.03174 -0.91474 3.386 1.925 2.531 -0.0059
N -1.01222 0.75759 0.67858 4.003 -3.498 -2.611 -0.1436
C 0.10628 -0.80931 -0.59293 -3.445 1.203 0.792 -0.1374
C 0.25207 0.25793 0.34692 -2.640 0.583 -1.034 0.3847
H 1.30773 1.54642 1.03488 -0.124 3.456 2.177 0.4863
H 0.81615 -1.38155 -0.98897 2.959 -2.015 -1.563 0.2079

Record 10
8
Properties=species:S:1:pos:R:3:forces:R:3:nbo_charge:R:1 method="wB97M-V/def2-TZVPD" lumo_ha=0.031 de_lowest_kj_mol=340.1 e_tot_ev=-9178.2617 orbital_gap_ha=0.3834 homo_energy_ev=-9.579
O 1.93877 1.29309 2.16057 2.248 -1.032 2.423 -0.3341
O 1.07992 -0.27908 -0.85325 -2.209 -1.507 0.717 -0.4772
N 1.19928 1.62909 1.35396 -0.982 0.495 -1.051 0.4456
N 0.48785 1.94631 0.57337 -1.329 0.800 -1.209 -0.1108
C 0.00920 -0.77894 -0.73794 2.649 0.965 -1.384 0.7237
C -1.21921 -1.19990 -0.81646 1.642 -1.183 0.187 -0.7636
H -1.88064 -0.44336 -0.73304 -2.255 2.469 0.319 0.2540
H -1.61518 -2.16722 -0.94721 0.236 -1.007 -0.002 0.2624